Entry 1:
Entry from the OMol25 dataset: 3 unconnected molecules or ions with the total composition C51H64ClF9N4O8S3 at a distorted geometry (ωB97M-V/def2-TZVPD).

Output
HOMO-LUMO gap (alpha / beta) ... 6.07 / 6.07 eV
Spin multiplicity ... 3
Total charge ... 0
⟨S²⟩ ... 2.01
LUMO (alpha / beta) ... -2.28 / -2.28 eV

Last column: Löwdin spin population.
Cartesian coordinates (Å):
C -2.455 -5.614 -0.870  0.000
C -1.823 -4.386 -1.734  0.000
O -2.804 -3.670 -2.535  0.000
C -3.519 -2.718 -1.725  0.000
C -2.830 -1.357 -1.229  0.000
C -1.334 -1.115 -1.729  0.000
C -0.214 -1.244 -0.581  0.000
C 1.263 -1.580 -1.175  0.000
S 1.577 -0.837 -2.846  0.000
C 3.252 0.001 -2.885  0.000
S 4.208 -0.286 -4.221  0.000
N 3.559 0.878 -1.731  0.000
C 4.831 0.548 -1.058  0.000
C 6.263 0.639 -1.654  0.000
C 7.541 0.235 -0.856  0.000
C 7.458 -0.292 0.629  0.000
C 6.018 -0.375 1.257  0.000
C 4.732 0.034 0.435  0.000
C 3.396 2.315 -2.030  0.000
C 4.448 3.266 -2.665  0.000
C 4.073 4.748 -2.946  0.000
C 2.654 5.346 -2.619  0.000
C 1.586 4.409 -1.987  0.000
C 1.977 2.931 -1.705  0.000
C -3.616 -0.314 -0.288  0.000
S -2.811 1.253 0.345  0.000
O -3.815 2.396 0.427  0.000
O -1.705 1.739 -0.568  0.000
C -2.250 0.883 2.084  0.000
F -3.420 0.644 2.900  0.000
F -1.559 -0.374 2.041  0.000
C -1.423 2.064 2.803  0.000
F -2.204 2.522 3.926  0.000
F -1.318 3.220 1.948  0.000
C 0.082 1.672 3.197  0.000
F 0.710 2.879 3.675  0.000
F 0.787 1.264 2.009  0.000
C 0.228 0.596 4.383  0.000
F 1.133 1.063 5.392  0.000
F -0.989 0.112 4.906  0.000
F 0.892 -0.550 3.810  0.000
C -5.098 -0.661 0.086  0.000
C -6.060 0.258 0.963  0.000
C -7.124 0.928 -0.077  0.000
C -8.504 1.376 0.627  0.000
O -6.527 2.088 -0.712  0.000
C -5.719 -2.031 -0.446  0.000
C -4.973 -3.088 -1.351  0.000
C -5.882 -4.341 -1.681  0.000
O -5.635 -5.333 -2.405  0.000
N -7.124 -4.001 -0.906  0.000
Cl -8.396 -4.342 -2.028  0.000
C -7.166 -2.649 -0.258  0.000
O -8.196 -2.221 0.330  0.000
H -2.181 -6.636 -1.323  0.000
H -1.970 -5.589 0.173  0.000
H -3.590 -5.472 -0.765  0.000
H -1.275 -3.706 -0.974  0.000
H -1.011 -4.872 -2.402  0.000
H -1.188 -0.076 -2.222  0.000
H -1.041 -1.874 -2.557  0.000
H -0.477 -2.080 0.155  0.000
H -0.107 -0.274 0.043  0.000
H 2.108 -1.231 -0.483  0.000
H 1.271 -2.731 -1.323  0.000
H 6.387 0.982 -2.745  0.000
H 8.604 0.291 -1.302  0.000
H 8.384 -0.623 1.223  0.000
H 5.962 -0.771 2.334  0.000
H 3.732 -0.051 0.973  0.000
H 5.479 2.881 -2.954  0.000
H 4.806 5.490 -3.445  0.000
H 2.368 6.435 -2.840  0.000
H 0.522 4.778 -1.754  0.000
H 1.180 2.242 -1.249  0.000
H -5.532 1.036 1.609  0.000
H -6.672 -0.403 1.695  0.000
H -7.408 0.106 -0.847  0.000
H -8.659 2.524 0.609  0.000
H -9.399 0.949 0.025  0.000
H -8.559 1.041 1.723  0.000
H -7.252 2.652 -1.085  0.000
C -2.568 -0.896 -7.515  0.001
C -2.065 -0.073 -6.296  0.023
C -3.154 -0.001 -5.198  0.014
C -4.290 0.956 -5.528  0.001
C -3.738 2.341 -5.848  0.012
C -2.676 2.313 -6.969  0.023
N -1.609 1.281 -6.741  0.316
O -0.778 1.769 -5.773  0.603
C -3.396 2.069 -8.319  0.001
C -2.087 3.740 -7.134  -0.001
C -0.913 -0.952 -5.734  -0.001
H -3.422 -1.526 -7.249  0.000
H -2.864 -0.300 -8.373  0.001
H -1.786 -1.554 -7.907  0.000
H -2.703 0.319 -4.250  0.003
H -3.566 -0.998 -5.009  0.001
H -4.883 0.567 -6.362  0.000
H -4.971 1.024 -4.673  0.001
H -4.568 2.999 -6.131  0.001
H -3.310 2.770 -4.933  0.003
H -2.676 1.879 -9.120  0.001
H -3.982 2.946 -8.616  0.000
H -4.114 1.250 -8.286  0.000
H -1.648 4.126 -6.210  -0.001
H -2.865 4.453 -7.424  0.000
H -1.319 3.758 -7.915  0.000
H -0.077 -1.010 -6.438  0.000
H -1.264 -1.973 -5.553  0.000
H -0.528 -0.583 -4.780  -0.001
C 5.497 -1.293 9.446  0.001
C 6.164 -0.925 8.091  0.024
C 6.033 0.591 7.811  0.014
C 4.637 1.012 7.375  0.001
C 4.188 0.189 6.173  0.013
C 4.268 -1.331 6.429  0.023
N 5.593 -1.762 6.990  0.321
O 6.489 -1.748 5.960  0.597
C 3.113 -1.728 7.383  0.001
C 3.915 -2.079 5.116  -0.001
C 7.671 -1.207 8.356  -0.001
H 5.365 -0.413 10.080  0.000
H 4.528 -1.774 9.357  0.001
H 6.100 -2.014 10.009  0.000
H 6.739 0.885 7.024  0.003
H 6.322 1.166 8.697  0.001
H 3.933 0.908 8.207  0.000
H 4.641 2.074 7.109  0.001
H 3.164 0.474 5.908  0.001
H 4.809 0.460 5.310  0.002
H 3.222 -2.761 7.724  0.001
H 2.144 -1.657 6.877  0.000
H 3.024 -1.075 8.251  0.000
H 4.568 -1.804 4.283  -0.001
H 2.895 -1.843 4.795  0.000
H 3.972 -3.163 5.255  0.000
H 7.852 -2.275 8.514  0.000
H 8.005 -0.678 9.253  0.000
H 8.313 -0.871 7.539  -0.001

---

Entry 2:
Entry from the OMol25 dataset: 13 unconnected molecules or ions with the total composition C51H72N6O7 at a distorted geometry (ωB97M-V/def2-TZVPD).

Output
ΔE to the lowest compared entry with this formula, charge and spin ... 145.4 kJ/mol
HOMO-LUMO gap ... 8.67 eV
Spin multiplicity ... 1
Total charge ... 0
LUMO ... 0.42 eV

Last column: Mulliken charge in e.
Cartesian coordinates (Å):
N -3.419 0.136 0.281  0.229
C -4.194 -0.740 0.921  0.153
C -5.357 -1.274 0.372  -0.713
C -5.693 -0.870 -0.912  -0.636
C -4.922 0.073 -1.568  -0.622
C -3.784 0.544 -0.945  0.105
H -3.835 -0.978 1.916  -0.014
H -6.040 -1.911 0.914  0.468
H -6.589 -1.334 -1.307  0.370
H -5.255 0.456 -2.524  0.431
H -3.238 1.414 -1.292  0.147
N -1.337 2.048 3.481  0.040
C -0.769 2.686 4.533  -0.439
C -0.460 4.038 4.502  -0.624
C -0.798 4.792 3.391  -0.567
C -1.328 4.133 2.303  -0.544
C -1.539 2.759 2.376  -0.083
H -0.468 2.035 5.344  0.512
H -0.034 4.482 5.394  0.447
H -0.635 5.858 3.307  0.455
H -1.525 4.693 1.397  0.283
H -1.838 2.201 1.494  0.525
N -2.102 -3.902 -2.192  -0.595
C -2.504 -2.637 -2.326  -1.064
C -1.679 -1.580 -2.675  0.536
C -0.344 -1.862 -2.879  0.031
C 0.105 -3.178 -2.722  -0.205
C -0.811 -4.179 -2.399  -0.614
H -3.558 -2.507 -2.109  0.571
H -2.050 -0.566 -2.721  0.147
H 0.385 -1.100 -3.124  0.448
H 1.166 -3.365 -2.769  0.217
H -0.485 -5.201 -2.264  0.562
N 1.549 2.302 -3.701  -0.241
C 1.318 3.320 -4.534  -0.673
C 1.363 4.659 -4.159  -0.265
C 1.792 4.953 -2.869  -0.443
C 2.066 3.911 -2.001  -0.659
C 1.937 2.604 -2.465  0.016
H 0.995 3.082 -5.540  0.503
H 1.120 5.512 -4.777  0.451
H 1.896 5.991 -2.580  0.426
H 2.371 4.054 -0.972  0.516
H 2.293 1.805 -1.824  0.415
N 4.132 2.459 1.384  -0.468
C 2.946 1.837 1.486  -0.851
C 2.157 1.966 2.611  1.158
C 2.570 2.742 3.680  -0.665
C 3.800 3.349 3.557  -0.533
C 4.585 3.157 2.427  -0.616
H 2.762 1.107 0.709  0.861
H 1.190 1.477 2.658  -0.024
H 2.021 2.887 4.598  0.443
H 4.203 3.841 4.438  0.365
H 5.599 3.533 2.420  0.392
N 1.718 -4.930 -0.595  0.099
C 2.452 -3.890 -0.146  -0.051
C 3.447 -4.043 0.802  -1.193
C 3.795 -5.330 1.209  -0.413
C 3.108 -6.399 0.683  -0.816
C 2.038 -6.147 -0.164  -0.243
H 2.295 -2.939 -0.638  0.809
H 4.031 -3.201 1.149  0.532
H 4.598 -5.484 1.918  0.429
H 3.290 -7.410 1.025  0.398
H 1.442 -6.955 -0.571  0.385
C -2.674 2.234 -6.830  -1.425
C -2.198 2.731 -5.490  0.430
O -1.889 3.889 -5.335  -0.489
C -2.158 1.747 -4.348  0.111
H -2.821 3.116 -7.454  0.393
H -3.570 1.617 -6.822  0.362
H -1.877 1.666 -7.321  0.306
H -3.043 1.797 -3.712  0.186
H -1.257 1.884 -3.743  -0.335
H -2.052 0.712 -4.685  0.430
C -1.663 4.026 -1.201  0.349
C -2.034 5.488 -1.274  0.556
O -2.509 6.018 -0.291  -0.614
C -1.793 6.245 -2.552  -1.005
H -2.125 3.552 -0.337  -0.064
H -0.571 4.011 -1.126  0.165
H -1.942 3.455 -2.089  -0.145
H -2.391 7.158 -2.500  0.392
H -2.142 5.625 -3.380  0.197
H -0.788 6.604 -2.770  0.180
C -2.849 -4.521 0.332  -0.716
C -1.534 -5.284 0.337  0.439
O -1.546 -6.491 0.352  -0.661
C -0.262 -4.465 0.392  0.971
H -3.612 -5.172 0.752  0.459
H -3.177 -4.196 -0.659  0.258
H -2.695 -3.588 0.882  -0.138
H -0.200 -3.624 -0.296  -0.923
H 0.531 -5.161 0.112  -0.143
H -0.124 -4.126 1.417  0.673
C 4.670 0.012 -4.355  -0.891
C 4.696 -1.265 -3.506  0.683
O 5.661 -1.562 -2.846  -0.599
C 3.493 -2.148 -3.693  -0.147
H 5.505 0.691 -4.210  0.332
H 3.748 0.562 -4.156  0.002
H 4.674 -0.370 -5.379  0.351
H 2.567 -1.636 -3.446  -0.233
H 3.637 -2.950 -2.966  0.041
H 3.558 -2.487 -4.727  0.548
C -0.190 0.682 -0.501  0.976
C 0.826 -0.353 -0.144  0.594
O 1.807 -0.574 -0.822  -0.679
C 0.464 -1.165 1.089  0.605
H 0.116 1.124 -1.450  -1.051
H -0.308 1.445 0.270  0.266
H -1.151 0.190 -0.640  -0.464
H -0.592 -1.134 1.333  0.066
H 1.083 -0.738 1.888  -0.292
H 0.883 -2.162 0.961  -0.509
C 2.017 -1.767 6.964  -1.247
C 1.454 -0.663 6.097  0.516
O 0.887 0.299 6.556  -0.535
C 1.550 -0.887 4.610  0.031
H 1.329 -2.614 6.907  0.250
H 2.077 -1.381 7.980  0.366
H 2.978 -2.162 6.640  0.356
H 2.596 -0.838 4.297  0.616
H 1.045 -0.078 4.086  -0.468
H 1.104 -1.833 4.303  0.123
C -1.074 -2.988 5.003  -1.690
C -1.588 -2.192 3.844  0.688
O -1.291 -2.496 2.705  0.173
C -2.458 -0.982 4.112  -0.639
H -0.774 -2.313 5.810  0.352
H -0.242 -3.626 4.715  0.370
H -1.869 -3.611 5.420  0.472
H -2.454 -0.364 3.216  -0.207
H -1.939 -0.370 4.854  0.275
H -3.477 -1.224 4.406  0.399

---

Entry 3:
Entry from the OMol25 dataset: a molecular structure, C51H73BiN9O3PSe (ωB97M-V/def2-TZVPD).

Output
ΔE to the lowest compared entry with this formula, charge and spin ... 9.5 kJ/mol
HOMO-LUMO gap ... 7.42 eV
Spin multiplicity ... 1
Total charge ... +4
LUMO ... -9.65 eV

Last column: Mulliken charge in e.
Cartesian coordinates (Å):
Bi 0.249 -0.564 0.082  1.849
N -1.501 0.496 -1.414  0.752
C -1.657 -0.282 -2.618  0.341
C -2.252 0.201 -3.752  -0.473
C -2.418 -0.622 -4.885  -1.033
C -2.014 -1.926 -4.854  -0.907
C -1.386 -2.451 -3.700  1.018
C -0.969 -3.795 -3.602  -0.979
C -0.376 -4.243 -2.449  -1.077
C -0.147 -3.336 -1.413  -0.182
N -0.512 -2.066 -1.478  1.051
C -1.173 -1.607 -2.586  0.176
H -2.364 0.458 -0.869  -0.306
H -1.344 1.496 -1.626  -0.354
H -2.613 1.222 -3.773  0.578
H -2.894 -0.217 -5.767  0.492
H -2.174 -2.576 -5.705  0.515
H -1.129 -4.463 -4.439  0.516
H -0.061 -5.269 -2.334  0.591
H 0.347 -3.655 -0.505  0.075
O 6.529 -4.038 -0.105  -0.487
C 5.630 -4.327 0.929  -0.548
C 4.393 -3.504 0.731  -0.036
C 3.323 -3.573 1.625  -0.974
C 2.210 -2.802 1.389  -0.349
N 2.109 -1.984 0.328  0.007
C 3.137 -1.892 -0.539  0.263
C 4.284 -2.644 -0.358  -0.910
C 2.970 -0.955 -1.682  0.029
C 3.948 -0.787 -2.647  -0.685
C 3.737 0.091 -3.705  0.247
C 4.782 0.277 -4.764  -0.563
O 5.900 -0.499 -4.428  -0.492
C 2.526 0.780 -3.753  -1.640
C 1.599 0.565 -2.759  -0.900
N 1.807 -0.281 -1.739  0.236
H 7.322 -4.579 -0.020  0.348
H 6.044 -4.090 1.917  0.360
H 5.339 -5.386 0.943  0.368
H 3.356 -4.221 2.490  0.595
H 1.348 -2.829 2.044  0.253
H 5.112 -2.589 -1.047  0.950
H 4.883 -1.322 -2.610  0.802
H 5.025 1.345 -4.829  0.356
H 4.347 -0.017 -5.728  0.379
H 6.565 -0.445 -5.123  0.345
H 2.305 1.473 -4.554  0.588
H 0.644 1.073 -2.785  1.188
N 1.424 6.270 3.969  -0.187
C 0.801 5.691 2.694  0.022
C 1.546 4.434 2.283  -0.627
C 1.302 3.214 3.174  -0.154
N 1.653 2.002 2.396  -0.192
C -0.144 3.149 3.690  -0.262
C -1.141 4.008 2.919  -0.193
N -1.262 3.536 1.536  0.064
C -0.706 5.480 2.913  -1.519
H 2.427 6.438 3.847  0.401
H 1.305 5.644 4.769  0.324
H 0.989 7.165 4.214  0.385
H 0.977 6.465 1.948  0.470
H 2.617 4.637 2.194  0.691
H 1.177 4.199 1.286  -0.512
H 1.963 3.280 4.048  0.464
H 1.887 1.259 3.049  0.249
H 2.518 2.191 1.897  0.239
H -0.178 3.462 4.739  0.621
H -0.475 2.107 3.694  -0.639
H -2.097 3.963 3.452  0.716
H -2.018 4.024 1.064  0.313
H -1.501 2.550 1.529  -0.346
H -1.023 5.948 3.849  0.605
H -1.250 6.006 2.126  0.214
Se 0.836 3.721 -1.510  0.241
N -0.875 3.365 -1.903  -0.531
C -1.568 4.456 -1.640  0.447
C -2.981 4.593 -1.812  -0.677
C -3.562 5.771 -1.485  -0.728
C -2.801 6.884 -0.981  -0.591
C -1.463 6.804 -0.800  -0.623
C -0.800 5.574 -1.118  0.982
N 0.489 5.367 -0.959  -0.755
H -3.553 3.769 -2.219  0.503
H -4.627 5.902 -1.621  0.463
H -3.323 7.806 -0.767  0.449
H -0.874 7.645 -0.461  0.551
O -0.877 -2.024 1.307  0.221
P -1.964 -2.540 2.304  -0.433
C -2.494 -4.123 1.572  0.858
C -1.422 -5.222 1.685  -0.680
C -1.549 -6.074 2.946  -0.574
C -2.955 -6.652 3.090  -1.094
C -4.021 -5.560 3.083  -0.648
C -3.905 -4.676 1.847  -1.061
C -1.095 -2.646 3.911  1.128
C -0.401 -1.321 4.287  -0.886
C -1.283 -0.386 5.111  -0.065
C -1.777 -1.078 6.377  -1.258
C -2.573 -2.329 6.027  -0.770
C -1.777 -3.282 5.140  -1.323
C -3.313 -1.328 2.169  1.824
C -3.803 -1.264 0.713  -0.971
C -4.631 0.009 0.503  -0.240
C -5.564 0.278 1.702  -1.010
C -5.814 -1.003 2.491  -1.153
C -4.510 -1.478 3.141  -0.693
H -2.498 -3.779 0.527  0.172
H -0.415 -4.794 1.607  -0.358
H -1.547 -5.871 0.813  0.723
H -1.297 -5.483 3.831  0.185
H -0.815 -6.880 2.904  0.494
H -3.024 -7.241 4.004  0.456
H -3.145 -7.343 2.264  0.421
H -3.961 -4.961 3.994  0.198
H -5.014 -6.009 3.096  0.505
H -4.647 -3.878 1.867  0.202
H -4.151 -5.287 0.973  0.644
H -0.309 -3.353 3.605  0.585
H -0.016 -0.813 3.394  -0.226
H 0.474 -1.583 4.891  0.791
H -2.143 -0.054 4.517  -0.085
H -0.717 0.512 5.366  0.419
H -2.384 -0.397 6.973  0.423
H -0.916 -1.350 6.995  0.443
H -3.512 -2.048 5.548  0.141
H -2.850 -2.866 6.935  0.497
H -2.394 -4.125 4.845  0.252
H -0.965 -3.707 5.739  0.551
H -2.796 -0.382 2.384  -0.592
H -4.417 -2.140 0.500  0.312
H -2.965 -1.316 0.010  -0.618
H -5.210 -0.092 -0.416  0.598
H -3.965 0.871 0.360  -0.110
H -6.501 0.712 1.361  0.577
H -5.112 1.016 2.372  0.325
H -6.224 -1.774 1.834  0.313
H -6.562 -0.841 3.266  0.583
H -4.615 -2.505 3.497  0.250
H -4.316 -0.865 4.023  0.517